The following is a quantum chemistry calculation of a structure of composition C25H20N7O8S2Ti in a non-equilibrium geometry, from OMol25.

Geometry as XYZ:
```
63
Properties=species:S:1:pos:R:3
Ti -0.03 0.58 -0.19
C -0.81 5.23 1.48
S 0.45 4.86 2.72
C 0.51 3.10 2.70
S 1.81 2.43 3.60
N -0.42 2.53 1.98
N -0.38 1.14 1.87
C -0.44 0.44 2.93
C -0.45 -1.03 2.87
C -0.66 -1.76 4.04
C -0.70 -3.15 3.95
C -0.54 -3.74 2.70
C -0.33 -2.92 1.60
N -0.28 -1.60 1.68
H -0.79 6.31 1.35
H -0.56 4.74 0.54
H -1.80 4.91 1.80
H -0.51 0.92 3.90
H -0.79 -1.26 4.99
H -0.86 -3.75 4.83
H -0.56 -4.81 2.58
H -0.18 -3.34 0.61
O -1.08 2.05 -0.85
C -2.16 2.07 -1.54
C -2.92 0.92 -1.84
C -4.02 1.00 -2.71
C -4.72 -0.14 -3.03
C -4.38 -1.40 -2.52
C -3.32 -1.49 -1.65
C -2.58 -0.35 -1.28
O -1.62 -0.46 -0.40
N -5.86 -0.04 -3.95
O -6.16 1.07 -4.36
O -6.47 -1.06 -4.21
H -2.47 3.04 -1.93
H -4.32 1.94 -3.14
H -4.95 -2.27 -2.80
H -3.03 -2.44 -1.22
O 0.52 -0.13 -1.91
C 1.28 -1.17 -2.12
C 2.10 -1.77 -1.14
C 2.80 -2.96 -1.44
C 3.59 -3.55 -0.47
C 3.76 -3.03 0.80
C 3.09 -1.85 1.11
C 2.27 -1.21 0.17
O 1.67 -0.09 0.50
N 4.29 -4.80 -0.81
O 4.19 -5.23 -1.95
O 4.95 -5.34 0.06
H 1.25 -1.59 -3.12
H 2.71 -3.41 -2.41
H 4.39 -3.53 1.52
H 3.18 -1.39 2.08
N 2.38 2.76 0.22
C 3.16 3.68 -0.36
C 2.80 3.76 -1.68
C 1.76 2.82 -1.81
N 1.52 2.23 -0.65
H 2.40 2.42 1.19
H 3.90 4.20 0.22
H 3.22 4.39 -2.44
H 1.19 2.53 -2.68
```

Output
Charge: -1
E_HOMO (alpha / beta): -2.88 / -5.25 eV
Kohn-Sham gap (alpha / beta): 4.29 / 6.81 eV
Multiplicity: 3
<S²>: 2.05

Results of the Löwdin charge analysis, in e, for atoms 1 through 5: atom 1 (Ti): 1.09, atom 2 (C): -0.43, atom 3 (S): 0.78, atom 4 (C): -1.23, atom 5 (S): 0.44